Arrangement w

# C7H17NO

A cluster of 2 separate species, C7H17NO in total (ωB97M-V/def2-TZVPD, the Open Molecules 2025 dataset).

E_HOMO: -10.1 eV
LUMO energy: 0.698 eV
Orbital gap: 10.8 eV
2S+1: 1
Structure (SMILES): CC(N)=O.CCCCC

Each atom is followed by the atoms it is bonded to, with distances in Å.
Element x y z (Å)
1 C 1.00284 -1.50917 -2.24266  C2 1.583, H8 1.149, H9 1.213, H10 1.211
2 C 0.10056 -1.69955 -0.95659  C1 1.583, C3 1.560, H11 0.997, H12 1.166
3 C -0.80921 -0.43199 -0.95985  C2 1.560, C4 1.674, H13 1.152, H14 1.111
4 C -1.82016 -0.26406 0.36399  C3 1.674, C5 1.570, H15 1.112, H16 1.240
5 C -2.69092 1.03497 0.22072  C4 1.570, H17 1.223, H18 1.257, H19 1.270
6 C 1.38227 0.64868 1.67888  C7 1.511, N25 1.435, O26 1.331
7 C 2.68744 0.78962 0.93104  C6 1.511, H22 1.023, H23 1.211, H24 1.114
8 H 0.20778 -1.27093 -3.03720  C1 1.149
9 H 1.65786 -0.55370 -1.88130  C1 1.213
10 H 1.72631 -2.44070 -2.51654  C1 1.211
11 H 0.53078 -1.55199 -0.06901  C2 0.997
12 H -0.55660 -2.61381 -1.26095  C2 1.166
13 H -0.22050 0.48690 -0.59026  C3 1.152
14 H -1.44821 -0.36170 -1.86657  C3 1.111
15 H -1.07809 -0.29117 1.19213  C4 1.112
16 H -2.66338 -1.13300 0.63145  C4 1.240
17 H -3.01150 1.28393 -0.93328  C5 1.223
18 H -3.82378 0.62916 0.58468  C5 1.257
19 H -2.03319 1.83717 0.95346  C5 1.270
20 H -0.38805 1.53424 2.17383  N25 0.990
21 H 0.52696 2.55544 0.96226  N25 1.117
22 H 3.13612 1.63729 0.57528  C7 1.023
23 H 2.71137 0.02000 -0.00421  C7 1.211
24 H 3.19069 0.26164 1.77258  C7 1.114
25 N 0.47525 1.75912 1.74435  C6 1.435, H20 0.990, H21 1.117
26 O 1.20737 -0.35638 2.53375  C6 1.331

***

Arrangement x

# C7H17NO

A cluster of 2 separate species, C7H17NO in total (ωB97M-V/def2-TZVPD, the Open Molecules 2025 dataset).

E_HOMO: -8.4 eV
LUMO energy: 0.914 eV
Orbital gap: 9.3 eV
2S+1: 1
Structure (SMILES): [H]/N=C(/C)[C@@H](C)O.CCC

Each atom is followed by the atoms it is bonded to, with distances in Å.
Element x y z (Å)
1 C -1.36452 0.50921 0.73709  C2 1.509, C4 1.833, O5 1.393, H8 1.094
2 C -2.81394 0.81124 0.44401  C1 1.509, H10 1.096, H11 1.092, H12 1.094
3 C -0.94727 -0.44174 -1.86211  C4 1.507, H13 1.090, H14 1.093, H15 1.091
4 C -0.70496 -0.75999 -0.40928  C1 1.833, C3 1.507, N6 1.296
5 O -1.16578 -0.04363 1.99980  C1 1.393, H7 0.980
6 N -0.86606 -1.98227 -0.00861  C4 1.296, H9 1.018
7 H -1.51050 -0.96002 1.96424  O5 0.980
8 H -0.76163 1.41974 0.67279  C1 1.094
9 H -0.54162 -2.15962 0.93939  N6 1.018
10 H -3.46603 0.67409 1.31403  C2 1.096
11 H -3.27717 0.20490 -0.33751  C2 1.092
12 H -2.90755 1.86403 0.16092  C2 1.094
13 H -0.80713 0.62126 -2.05943  C3 1.090
14 H -0.26653 -1.03610 -2.47688  C3 1.093
15 H -1.95728 -0.74228 -2.14525  C3 1.091
16 C 1.77839 -0.05403 -0.34013  C17 1.511, C18 1.515, H19 1.091, H20 1.309
17 C 2.37455 -0.89329 0.76632  C16 1.511, H23 1.094, H24 1.093, H25 1.095
18 C 2.19112 1.40347 -0.30325  C16 1.515, H21 1.094, H22 1.095, H26 1.093
19 H 1.98356 -0.49316 -1.31707  C16 1.091
20 H 0.51884 0.05719 -0.00271  C16 1.309
21 H 1.87502 1.87390 0.63299  C18 1.094
22 H 3.27942 1.50772 -0.37087  C18 1.095
23 H 2.04064 -0.54165 1.74731  C17 1.094
24 H 2.09683 -1.94316 0.64241  C17 1.093
25 H 3.46883 -0.85365 0.74722  C17 1.095
26 H 1.75078 1.95785 -1.13539  C18 1.093

***

Which structure is most stable, and how do the rest compare? From most to least stable: arrangement x, arrangement w.

***

Arrangement w

# C4H4S2

The molecule C4H4S2 (ωB97M-V/def2-TZVPD, the Open Molecules 2025 dataset).

E_HOMO: -7.7 eV
LUMO energy: 0.672 eV
Orbital gap: 8.4 eV
2S+1: 1
Structure (SMILES): C1=CSC=CS1

Each atom is followed by the atoms it is bonded to, with distances in Å.
Element x y z (Å)
1 C -0.65731 -1.48517 -0.09459  C2 1.350, H5 1.165, S9 1.873
2 C 0.68831 -1.37942 -0.08102  C1 1.350, H6 1.079, S10 1.728
3 C 0.63847 1.41363 -0.09871  C4 1.366, H7 1.131, S10 1.806
4 C -0.71974 1.32519 0.01492  C3 1.366, H8 1.134, S9 1.762
5 H -1.18971 -2.31747 0.52240  C1 1.165
6 H 1.24081 -2.25993 0.20674  C2 1.079
7 H 1.18531 2.38240 0.10733  C3 1.131
8 H -1.11594 2.35291 0.28435  C4 1.134
9 S -1.76529 -0.01610 -0.44487  C1 1.873, C4 1.762
10 S 1.69509 -0.01603 -0.41653  C2 1.728, C3 1.806

***

Arrangement x

# C4H4S2

The molecule C4H4S2 (ωB97M-V/def2-TZVPD, the Open Molecules 2025 dataset).

E_HOMO: -8.0 eV
LUMO energy: 0.841 eV
Orbital gap: 8.8 eV
2S+1: 1
Structure (SMILES): C1=CSC=CS1

Each atom is followed by the atoms it is bonded to, with distances in Å.
Element x y z (Å)
1 C -1.38375 -0.53233 0.43231  C2 1.342, H5 1.100, S9 1.767
2 C -0.55725 -0.14332 1.41514  C1 1.342, H6 1.053, S10 1.764
3 C 1.11489 0.98557 -0.37413  C4 1.339, H7 1.068, S10 1.761
4 C 0.29107 0.62759 -1.36719  C3 1.339, H8 1.098, S9 1.762
5 H -2.44906 -0.67744 0.66668  C1 1.100
6 H -0.89458 -0.02223 2.40514  C2 1.053
7 H 1.72343 1.85702 -0.48148  C3 1.068
8 H 0.28104 1.18723 -2.31239  C4 1.098
9 S -0.87678 -0.68730 -1.25302  C1 1.767, C4 1.762
10 S 1.16112 0.18919 1.19585  C2 1.764, C3 1.761

***

Arrangement y

# C4H4S2

The molecule C4H4S2 (ωB97M-V/def2-TZVPD, the Open Molecules 2025 dataset).

E_HOMO: -8.3 eV
LUMO energy: -0.713 eV
Orbital gap: 7.6 eV
2S+1: 1

Each atom is followed by the atoms it is bonded to, with distances in Å.
Element x y z (Å)
1 C -0.00410 -1.70887 -0.29059  C3 1.500, S5 1.692
2 C 1.24326 0.43114 0.10725  C4 1.507, S5 1.768, S6 1.597
3 C -0.95253 -0.54752 -0.34655  C1 1.500, C4 1.545, H7 1.007, H8 1.072
4 C -0.23495 0.66912 0.27829  C2 1.507, C3 1.545, H9 1.081, H10 1.085
5 S 1.60974 -1.29497 0.00196  C1 1.692, C2 1.768
6 S 2.38600 1.54096 -0.00702  C2 1.597
7 H -1.44382 -0.38353 -1.21009  C3 1.007
8 H -1.72247 -0.84184 0.33961  C3 1.072
9 H -0.43626 0.51592 1.32898  C4 1.081
10 H -0.44487 1.61959 -0.20185  C4 1.085

***

Which structure is most stable, and how do the rest compare? From most to least stable: arrangement x, arrangement w, arrangement y.

***

Arrangement w

# C6H5N

The molecule C6H5N (ωB97M-V/def2-TZVPD, the Open Molecules 2025 dataset).

E_HOMO (spin up / spin down): -7.0 / -7.3 eV
LUMO energy (spin up / spin down): -0.094 / 0.118 eV
Orbital gap (spin up / spin down): 6.9 / 7.4 eV
2S+1: 1

Each atom is followed by the atoms it is bonded to, with distances in Å.
Element x y z (Å)
1 C 1.75108 2.60997 -0.53768  C2 1.213, H8 1.065
2 C 1.06400 1.61241 -0.60564  C1 1.213, C3 1.411
3 C 0.07394 0.60819 -0.66563  C2 1.411, N4 1.332, H9 1.085
4 N 0.35730 -0.68219 -0.83896  C3 1.332, C5 1.362, H10 1.031
5 C -0.48678 -1.60325 -0.29672  N4 1.362, C6 1.421, H11 1.082
6 C -1.09780 -1.26949 0.94257  C5 1.421, C7 1.217
7 C -1.57735 -1.11846 2.05056  C6 1.217, H12 1.072
8 H 2.39208 3.45873 -0.49340  C1 1.065
9 H -0.96662 0.85962 -0.48982  C3 1.085
10 H 1.25254 -0.97405 -1.25847  N4 1.031
11 H -0.76259 -2.49943 -0.83603  C5 1.082
12 H -1.99979 -1.00205 3.02922  C7 1.072

***

Arrangement x

# C6H5N

The molecule C6H5N (ωB97M-V/def2-TZVPD, the Open Molecules 2025 dataset).

E_HOMO: -9.4 eV
LUMO energy: 1.085 eV
Orbital gap: 10.4 eV
2S+1: 1
Structure (SMILES): C#C[C@@H]1N[C@@H]1C#C

Each atom is followed by the atoms it is bonded to, with distances in Å.
Element x y z (Å)
1 C 1.58681 1.68541 -0.17732  C2 1.198, H8 1.055
2 C 1.33470 0.55966 -0.50200  C1 1.198, C3 1.429
3 C 0.78975 -0.73074 -0.78632  C2 1.429, N4 1.450, C5 1.495, H9 1.079
4 N 0.47082 -1.62796 0.30662  C3 1.450, C5 1.451, H10 1.015
5 C -0.62541 -0.94111 -0.35151  C3 1.495, N4 1.451, C6 1.438, H11 1.087
6 C -1.31770 0.12450 0.32183  C5 1.438, C7 1.202
7 C -2.07381 0.80927 0.95847  C6 1.202, H12 1.057
8 H 1.96149 2.62950 0.10653  C1 1.055
9 H 1.15137 -1.18794 -1.69450  C3 1.079
10 H 0.67083 -1.20531 1.20757  N4 1.015
11 H -1.28548 -1.57388 -0.93854  C5 1.087
12 H -2.66336 1.45860 1.54917  C7 1.057

***

Arrangement y

# C6H5N

The molecule C6H5N (ωB97M-V/def2-TZVPD, the Open Molecules 2025 dataset).

E_HOMO (spin up / spin down): -7.2 / -7.5 eV
LUMO energy (spin up / spin down): -0.303 / -0.036 eV
Orbital gap (spin up / spin down): 6.9 / 7.5 eV
2S+1: 1

Each atom is followed by the atoms it is bonded to, with distances in Å.
Element x y z (Å)
1 C 0.45238 -2.68633 -1.22418  C2 1.210, H8 1.069
2 C 0.57488 -1.48994 -1.08730  C1 1.210, C3 1.409
3 C 0.74899 -0.11580 -0.82876  C2 1.409, N4 1.344, H9 1.082
4 N -0.20423 0.82511 -0.94594  C3 1.344, C5 1.364, H10 1.019
5 C -0.30501 1.63550 0.14625  N4 1.364, C6 1.411, H11 1.086
6 C -0.43836 1.06092 1.42790  C5 1.411, C7 1.212
7 C -0.69742 0.56959 2.50521  C6 1.212, H12 1.067
8 H 0.38301 -3.74411 -1.36048  C1 1.069
9 H 1.67269 0.25856 -0.40668  C3 1.082
10 H -0.88326 0.81379 -1.70503  N4 1.019
11 H -0.34816 2.71310 0.02263  C5 1.086
12 H -0.95550 0.15961 3.45639  C7 1.067

***

Which structure is most stable, and how do the rest compare? From most to least stable: arrangement x, arrangement w, arrangement y.

***

Arrangement w

# C6H5N

The molecule C6H5N (ωB97M-V/def2-TZVPD, the Open Molecules 2025 dataset).

E_HOMO: -7.6 eV
LUMO energy: 0.678 eV
Orbital gap: 8.3 eV
2S+1: 1

Each atom is followed by the atoms it is bonded to, with distances in Å.
Element x y z (Å)
1 C -0.78110 -0.93319 -1.16820  C2 1.479, C4 1.343, H8 0.997
2 C 0.58609 -0.37443 -1.09390  C1 1.479, C6 1.293, H9 1.138
3 C -2.07478 -0.24489 1.17507  C4 1.422, C5 1.386, H10 1.095
4 C -1.40081 -0.63458 -0.01481  C1 1.343, C3 1.422, C5 1.477
5 C -0.73595 0.09980 1.08104  C3 1.386, C4 1.477
6 C 1.05189 0.38370 -0.15529  C2 1.293, N7 1.420
7 N 1.99749 1.12732 0.59929  C6 1.420, H11 1.031, H12 1.011
8 H -1.17387 -1.24779 -2.02932  C1 0.997
9 H 1.17733 -0.73243 -1.99843  C2 1.138
10 H -2.98995 -0.17015 1.77133  C3 1.095
11 H 1.82409 2.14309 0.56092  N7 1.031
12 H 2.51957 0.58354 1.27230  N7 1.011

***

Arrangement x

# C6H5N

The molecule C6H5N (ωB97M-V/def2-TZVPD, the Open Molecules 2025 dataset).

E_HOMO: -9.4 eV
LUMO energy: 0.960 eV
Orbital gap: 10.3 eV
2S+1: 1
Structure (SMILES): C#C[C@@H]1N[C@@H]1C#C

Each atom is followed by the atoms it is bonded to, with distances in Å.
Element x y z (Å)
1 C -1.85222 1.75339 -0.67549  C2 1.205, H8 1.070
2 C -0.82566 1.14578 -0.84796  C1 1.205, C3 1.453
3 C 0.41773 0.43067 -1.07943  C2 1.453, N4 1.463, C5 1.505, H9 1.090
4 N 1.55936 0.64715 -0.19041  C3 1.463, C5 1.456, H10 1.018
5 C 0.86595 -0.63051 -0.11113  C3 1.505, N4 1.456, C6 1.442, H11 1.089
6 C 0.11318 -1.13971 1.00893  C5 1.442, C7 1.206
7 C -0.23821 -1.98169 1.79705  C6 1.206, H12 1.061
8 H -2.77118 2.27596 -0.51137  C1 1.070
9 H 0.69294 0.35099 -2.13130  C3 1.090
10 H 1.30298 1.27541 0.56825  N4 1.018
11 H 1.40561 -1.53734 -0.37833  C5 1.089
12 H -0.67047 -2.59010 2.55119  C7 1.061

***

Arrangement y

# C6H5N

The molecule C6H5N (ωB97M-V/def2-TZVPD, the Open Molecules 2025 dataset).

E_HOMO (spin up / spin down): -7.6 / -7.8 eV
LUMO energy (spin up / spin down): -0.384 / -0.263 eV
Orbital gap (spin up / spin down): 7.2 / 7.5 eV
2S+1: 1

Each atom is followed by the atoms it is bonded to, with distances in Å.
Element x y z (Å)
1 C -2.16689 -1.27868 0.87361  C2 1.209, H8 1.067
2 C -1.69336 -0.32890 0.29482  C1 1.209, C3 1.423
3 C -0.97877 0.72825 -0.33470  C2 1.423, N4 1.364, H9 1.080
4 N -0.03015 1.45402 0.32389  C3 1.364, C5 1.383, H10 1.011
5 C 1.05589 1.04684 -0.42942  N4 1.383, C6 1.421, H11 1.095
6 C 1.52772 -0.29384 -0.43038  C5 1.421, C7 1.210
7 C 2.00344 -1.40606 -0.40952  C6 1.210, H12 1.066
8 H -2.60668 -2.11856 1.36394  C1 1.067
9 H -1.24387 1.05847 -1.32850  C3 1.080
10 H -0.05293 1.70761 1.30276  N4 1.011
11 H 1.72896 1.80117 -0.85109  C5 1.095
12 H 2.45662 -2.37032 -0.37541  C7 1.066

***

Arrangement z

# C6H5N

The molecule C6H5N (ωB97M-V/def2-TZVPD, the Open Molecules 2025 dataset).

E_HOMO: -9.9 eV
LUMO energy: -0.408 eV
Orbital gap: 9.5 eV
2S+1: 1

Each atom is followed by the atoms it is bonded to, with distances in Å.
Element x y z (Å)
1 C -0.67242 0.20052 -1.47390  C2 1.298, C3 1.523, H8 1.092
2 C -1.92937 0.43232 -1.69739  C1 1.298
3 C -0.20912 1.12135 -0.35326  C1 1.523, N4 1.461, C5 1.494, H9 1.088
4 N -0.72590 1.04375 1.01121  C3 1.461, C5 1.458, H10 1.017
5 C 0.59470 0.48924 0.73648  C3 1.494, N4 1.458, C6 1.447, H11 1.086
6 C 0.79903 -0.94357 0.71415  C5 1.447, C7 1.205
7 C 0.96858 -2.13658 0.69953  C6 1.205, H12 1.068
8 H 0.00584 -0.51342 -1.94621  C1 1.092
9 H 0.04000 2.13715 -0.65356  C3 1.088
10 H -1.41414 0.30081 1.10112  N4 1.017
11 H 1.41927 1.06187 1.15007  C5 1.086
12 H 1.12353 -3.19344 0.71176  C7 1.068

***

Which structure is most stable, and how do the rest compare? From most to least stable: arrangement x, arrangement y, arrangement z, arrangement w.

***

Arrangement w

# C5H12N4

The molecule C5H12N4 (ωB97M-V/def2-TZVPD, the Open Molecules 2025 dataset).

E_HOMO: -7.8 eV
LUMO energy: 0.940 eV
Orbital gap: 8.8 eV
2S+1: 1
Structure (SMILES): C=C[C@H](N)N(N)C(=C)N

Each atom is followed by the atoms it is bonded to, with distances in Å.
Element x y z (Å)
1 C 0.52863 -0.31235 -0.58155  N2 1.393, N5 1.437, C7 1.752, H10 1.092
2 N 0.20069 0.00658 0.73470  C1 1.393, C3 1.716, N4 1.341
3 C -1.15572 -1.01279 0.98994  N2 1.716, N6 1.382, C8 1.339
4 N 0.17441 1.29722 1.09953  N2 1.341, H11 1.015, H12 1.019
5 N -0.46958 0.02803 -1.55744  C1 1.437, H13 1.014, H14 1.013
6 N -1.01966 -2.33715 0.61832  C3 1.382, H15 1.010, H16 1.011
7 C 2.00630 0.60284 -0.80383  C1 1.752, C9 1.318, H17 1.086
8 C -2.20538 -0.56055 1.68758  C3 1.339, H18 1.082, H19 1.078
9 C 2.16446 1.78010 -1.37525  C7 1.318, H20 1.086, H21 1.083
10 H 0.91300 -1.33060 -0.66692  C1 1.092
11 H 0.33854 1.41474 2.09468  N4 1.015
12 H -0.64151 1.79521 0.74513  N4 1.019
13 H -0.50620 -0.67208 -2.29070  N5 1.014
14 H -0.34320 0.93644 -1.98667  N5 1.013
15 H -0.34247 -2.53840 -0.10296  N6 1.010
16 H -1.67947 -2.99025 1.01982  N6 1.011
17 H 2.85469 0.05908 -0.39936  C7 1.086
18 H -2.92789 -1.23557 2.12740  C8 1.082
19 H -2.34392 0.48098 1.92833  C8 1.078
20 H 1.31908 2.35955 -1.73308  C9 1.086
21 H 3.13518 2.22897 -1.54767  C9 1.083

***

Arrangement x

# C5H12N4

The molecule C5H12N4 (ωB97M-V/def2-TZVPD, the Open Molecules 2025 dataset).

E_HOMO: -8.4 eV
LUMO energy: 1.020 eV
Orbital gap: 9.4 eV
2S+1: 1
Structure (SMILES): [H]/N=C(\C)[C@H](N)[C@H](N)N=C

Each atom is followed by the atoms it is bonded to, with distances in Å.
Element x y z (Å)
1 C -0.99560 0.54930 0.12285  C2 1.516, N5 1.425, N8 1.589, H10 1.095
2 C 0.24196 -0.11714 -0.44507  C1 1.516, C4 1.650, N6 1.437, H11 1.096
3 C 2.72958 -0.65947 0.29315  C4 1.500, H17 1.091, H18 1.090, H19 1.089
4 C 1.38116 -0.18468 0.74605  C2 1.650, C3 1.500, N9 1.258
5 N -1.64343 -0.07817 1.22609  C1 1.425, H12 1.018, H13 1.012
6 N 0.82032 0.51749 -1.59703  C2 1.437, H14 1.014, H15 1.015
7 C -3.06931 0.16773 -1.13960  N8 1.251, H20 1.095, H21 1.087
8 N -1.89940 0.60937 -1.18299  C1 1.589, C7 1.251
9 N 1.06028 0.04997 1.93910  C4 1.258, H16 1.022
10 H -0.78183 1.59612 0.36171  C1 1.095
11 H 0.03029 -1.16482 -0.68734  C2 1.096
12 H -1.50522 -1.08684 1.20955  N5 1.018
13 H -1.25499 0.26977 2.09378  N5 1.012
14 H 0.19312 0.40584 -2.38633  N6 1.014
15 H 0.95494 1.50924 -1.42693  N6 1.015
16 H 1.79302 -0.10028 2.63502  N9 1.022
17 H 3.46459 -0.64392 1.09938  C3 1.091
18 H 2.65106 -1.67644 -0.09123  C3 1.090
19 H 3.07806 -0.02519 -0.52028  C3 1.089
20 H -3.55176 -0.19839 -0.22762  C7 1.095
21 H -3.69684 0.26051 -2.02224  C7 1.087

***

Which structure is most stable, and how do the rest compare? From most to least stable: arrangement x, arrangement w.